# C33H23F6InN9O6S3

C33H23F6InN9O6S3 as an isolated structure in a non-equilibrium geometry (ωB97M-V/def2-TZVPD, the Open Molecules 2025 dataset).

XYZ file:
```
81
Properties=species:S:1:pos:R:3:forces:R:3:mulliken_charge:R:1
In -0.46632 -0.41721 0.68441 0.43 0.30 -0.76 1.91
O -4.58911 0.00381 -0.24525 -1.01 0.14 0.33 -0.80
C -3.40288 -0.22704 -0.15713 1.42 -0.36 -0.57 0.32
N -2.55970 -0.25664 0.88461 -0.74 0.06 0.49 0.04
C -2.94910 -0.33257 2.25449 -1.70 0.57 -0.39 1.23
C -4.24266 0.04420 2.74598 1.49 -0.15 -1.82 -1.01
C -4.49745 -0.10964 4.05756 -0.64 0.10 1.46 -0.47
C -3.54844 -0.61342 4.96953 -3.16 1.06 1.42 -0.74
C -2.35762 -0.97493 4.52037 3.34 -0.83 -0.35 -0.33
C -2.04184 -0.85950 3.15032 0.81 -0.49 -0.37 -0.88
N -0.80899 -1.30544 2.55766 -1.44 -0.53 2.45 0.19
C -0.35055 -2.52099 2.91744 0.77 1.47 -1.53 0.21
O -0.67756 -3.35848 3.72145 -0.72 -0.41 1.11 -0.74
C 0.77717 -2.83870 1.99314 1.25 -1.48 -0.93 0.15
C 1.79890 -3.71763 2.40014 -0.70 -0.19 0.73 -0.40
C 2.76978 -4.16312 1.53412 -1.14 2.54 -1.60 -0.82
C 2.69991 -3.59175 0.22901 -0.52 0.09 0.49 -0.98
C 1.63774 -2.75882 -0.14862 0.64 -1.33 1.64 0.36
N 0.68603 -2.40682 0.73754 0.68 -0.26 -0.28 0.09
C -2.69806 -0.66233 -1.47124 -1.16 0.07 -0.99 0.35
C -3.39999 -0.68942 -2.71331 -0.41 0.74 1.79 -0.62
C -2.76047 -1.20180 -3.80660 0.61 -0.38 0.54 -0.43
C -1.50905 -1.82143 -3.67764 -0.13 0.56 0.91 -1.06
C -0.88302 -1.72259 -2.43339 -0.55 -0.17 -1.42 0.18
N -1.46401 -1.11865 -1.40848 0.49 -0.15 0.90 0.21
H -4.97842 0.41039 2.04234 0.05 0.05 0.11 0.46
H -5.46250 0.22428 4.41436 -0.11 -0.12 0.19 0.36
H -3.85930 -0.64420 6.04732 0.64 -0.11 -1.12 0.27
H -1.56396 -1.30542 5.21727 -0.55 0.05 -0.63 0.35
H 1.71053 -3.99927 3.44286 0.29 -0.19 -0.08 0.47
H 3.62238 -4.73087 1.78970 0.53 -0.72 0.47 0.45
H 3.52202 -3.74272 -0.44151 0.08 -0.28 -0.51 0.44
H 1.49088 -2.42494 -1.14748 0.38 0.39 -0.42 0.25
H -4.44146 -0.29766 -2.78181 1.11 -0.26 0.24 0.42
H -3.29701 -1.09846 -4.70614 -0.23 -0.35 -1.30 0.47
H -1.01721 -2.34681 -4.47338 0.07 0.03 -0.33 0.51
H 0.09680 -2.15255 -2.29062 -0.01 0.14 0.05 0.06
F 3.45946 0.47413 6.15737 -0.30 -0.38 0.77 -0.23
C 3.65598 0.40896 4.85098 -1.85 0.68 -0.25 0.39
F 4.58752 -0.45753 4.60008 1.47 -0.98 -0.34 -0.21
F 4.04157 1.62061 4.49341 0.40 0.70 -0.73 -0.22
S 2.11267 -0.16376 3.94438 0.20 0.07 1.39 1.19
O 2.35330 -0.06658 2.54581 0.55 -0.29 -1.10 -0.57
O 1.96121 -1.44968 4.55951 -0.22 -0.13 -0.16 -0.65
N 1.03889 0.86036 4.45503 -0.44 0.32 -0.28 -0.53
S 0.13702 1.77272 3.53523 -1.72 0.46 2.17 1.11
O -1.04169 2.15032 4.32378 2.03 -0.11 -1.47 -0.77
O -0.08361 1.38082 2.16296 -0.25 -0.27 -0.48 -0.67
C 1.19418 3.24682 3.18720 -0.73 -0.32 1.04 0.62
F 0.52593 4.12312 2.45589 -0.15 0.41 -0.12 -0.21
F 1.55877 3.82134 4.34657 0.17 0.06 -0.41 -0.24
F 2.24704 2.84083 2.51673 0.68 0.14 -0.12 -0.16
S 1.50065 0.51189 -0.48776 -0.14 0.28 0.35 -0.52
C 0.94487 1.03763 -2.07087 0.51 -0.53 0.46 0.34
N 1.64346 0.76203 -3.11872 -0.69 0.82 -0.79 -0.51
N 2.72255 0.00052 -2.99861 0.86 -0.91 1.78 0.37
C 3.67722 -0.18163 -4.01800 -1.52 0.65 0.29 0.63
C 3.53358 0.60630 -5.17857 0.22 -0.68 0.63 -0.45
C 4.47995 0.53964 -6.17914 0.21 -0.25 -0.15 -0.49
C 5.56150 -0.32232 -6.04869 -0.12 -0.71 1.02 -0.69
C 5.61889 -1.13507 -4.91246 0.45 0.12 -0.50 -0.26
C 4.69280 -1.11959 -3.88490 0.75 0.55 -0.58 -0.65
N -0.21869 1.82199 -2.28297 0.06 -0.01 -0.82 -0.88
N -0.97980 1.90715 -1.31748 0.29 -0.38 0.46 0.83
C -2.19720 2.63696 -1.50312 1.23 -1.16 5.09 0.11
C -2.68482 2.94789 -2.69029 -2.29 1.09 -1.82 -0.16
C -3.91465 3.59503 -2.82119 0.15 -0.33 2.62 -0.72
C -4.61481 3.91876 -1.61884 -0.20 -0.01 -2.89 -0.43
C -4.09117 3.54174 -0.38740 -0.40 0.07 0.88 -0.66
C -2.87776 2.85210 -0.24983 -0.75 1.39 -2.35 -0.32
H 2.97454 -0.22979 -2.00260 -0.18 0.04 -1.27 0.11
H 2.64557 1.21288 -5.18961 0.04 0.35 -0.31 0.44
H 4.39053 1.13117 -7.07072 -0.14 0.31 -0.20 0.36
H 6.37531 -0.43959 -6.74502 -0.13 0.32 -0.40 0.37
H 6.46000 -1.79853 -4.81046 0.23 -0.23 -0.03 0.33
H 4.94888 -1.75318 -3.04258 -0.75 0.21 0.23 0.38
H -2.15916 2.58867 -3.51338 0.87 -0.29 -1.50 0.60
H -4.35772 3.74040 -3.77181 -0.29 0.34 -0.74 0.43
H -5.60797 4.40911 -1.85277 1.15 -0.56 1.20 0.26
H -4.70307 3.77778 0.48853 0.38 -0.17 -0.11 0.38
H -2.49721 2.60674 0.73532 0.21 -0.26 -0.33 0.48
```
Forces are in eV/Å.

The total charge is -1. The value obtained for the lowest unoccupied orbital energy is 1.62 eV. The strongest force on any atom is 5.37 eV/Å. The calculation puts the HOMO-LUMO gap at 6.81 eV. The total energy comes out at -4199.5919 a.u.



# C23H29N3O4PV

C23H29N3O4PV as an isolated structure in a non-equilibrium geometry (ωB97M-V/def2-TZVPD, the Open Molecules 2025 dataset).

XYZ file:
```
61
Properties=species:S:1:pos:R:3:forces:R:3:mulliken_spin:R:1
V 0.38716 -0.31766 -0.18361 -0.76 0.13 0.67 1.08
C -3.56515 1.52240 -0.26637 -0.03 0.08 0.01 0.00
C -4.33810 0.52350 -0.82415 -0.05 -0.07 -0.04 0.00
C -3.75803 -0.71623 -1.10811 -0.22 0.07 -0.04 0.00
C -2.43468 -0.89950 -0.81554 0.38 -0.07 0.09 0.00
N -1.65817 0.09457 -0.29317 -0.30 0.12 -0.27 -0.02
C -2.21989 1.28865 -0.04037 0.14 -0.19 -0.09 0.00
C -1.70010 -2.17577 -0.90045 0.26 0.10 0.09 0.01
C -2.11215 -3.41570 -1.33322 -0.08 -0.12 -0.05 0.00
C -1.25168 -4.49817 -1.15123 -0.01 -0.05 -0.02 0.00
C -0.04643 -4.36564 -0.45683 -0.12 -0.11 -0.02 0.00
C 0.29661 -3.11342 -0.01198 0.11 0.28 0.16 0.03
N -0.47644 -2.05193 -0.34167 -0.02 -0.36 0.05 -0.02
C 1.34947 -2.71526 0.95584 -0.34 0.19 -0.12 0.00
C 2.24407 -3.54720 1.57042 0.14 -0.09 0.13 0.00
C 3.05721 -3.02357 2.58141 0.01 -0.13 -0.05 0.00
C 2.94646 -1.69233 2.93702 0.02 0.07 0.05 0.01
C 2.04812 -0.89264 2.25455 -0.12 -0.05 -0.17 -0.01
N 1.25921 -1.39222 1.28956 0.28 -0.11 0.09 -0.03
H -3.98146 2.48910 -0.02003 -0.02 -0.01 -0.01 0.00
H -5.38600 0.69378 -1.03514 0.00 -0.01 0.00 0.00
H -4.34908 -1.51835 -1.52874 0.00 0.01 0.01 0.00
H -1.57430 2.06907 0.33474 0.02 -0.01 0.01 0.00
H -3.08586 -3.55635 -1.78151 0.01 -0.01 -0.01 0.00
H -1.55279 -5.47787 -1.50116 -0.01 0.01 0.00 0.00
H 0.56490 -5.22951 -0.23672 -0.03 -0.02 0.00 0.00
H 2.30784 -4.59155 1.29673 0.01 0.01 0.01 0.00
H 3.76348 -3.66731 3.09012 0.00 0.00 0.00 0.00
H 3.54735 -1.26568 3.72783 0.01 -0.01 0.00 0.00
H 1.94573 0.16223 2.47785 0.00 0.02 0.00 0.00
C 3.97460 0.91286 -3.84818 0.10 -0.06 0.08 0.00
C 2.52892 0.92335 -4.26993 0.07 0.21 -0.07 0.00
C 2.22440 1.95757 -5.32463 0.00 -0.03 0.04 0.00
C 1.97969 -0.43965 -4.59085 -0.06 -0.14 -0.02 0.00
O 1.67426 1.42194 -3.03834 -0.26 -0.12 -0.40 -0.01
P 1.79092 1.29419 -1.55238 0.15 0.24 -0.07 0.00
O 0.40890 1.50892 -0.86662 0.49 -0.17 0.29 0.01
O 1.88138 -0.27281 -1.07639 0.01 0.20 -0.54 -0.03
O 2.96684 1.96414 -0.89780 0.19 0.10 0.28 0.00
C 3.30585 3.49156 -0.63533 0.16 -0.01 -0.12 0.00
C 4.79324 3.45875 -0.39093 -0.06 -0.04 0.01 0.00
C 2.92768 4.25530 -1.87795 -0.08 0.03 -0.05 0.00
C 2.50015 3.87046 0.57689 -0.04 0.07 0.10 0.00
H 4.56496 0.60346 -4.71147 0.03 0.02 0.01 0.00
H 4.17847 0.20057 -3.04436 -0.06 0.00 -0.03 0.00
H 4.31637 1.90199 -3.54751 0.00 0.01 -0.03 0.00
H 2.74585 1.67899 -6.24131 0.00 -0.01 0.00 0.00
H 2.57528 2.94302 -5.02289 -0.01 0.01 -0.01 0.00
H 1.15789 1.99929 -5.53737 0.00 0.01 0.00 0.00
H 2.56085 -0.85070 -5.41735 -0.03 0.01 -0.03 0.00
H 0.93783 -0.38475 -4.90461 0.01 0.01 0.01 0.00
H 2.07873 -1.13124 -3.75238 0.05 0.03 0.02 0.00
H 5.31918 3.02543 -1.23994 0.02 0.01 0.00 0.00
H 5.03554 2.90055 0.51194 0.01 -0.01 -0.01 0.00
H 5.14140 4.48434 -0.26413 0.00 0.00 0.02 0.00
H 3.48532 3.91629 -2.74974 0.03 0.01 0.02 0.00
H 3.17701 5.30358 -1.70811 0.00 0.00 -0.03 0.00
H 1.85748 4.20893 -2.09251 0.00 -0.01 0.04 0.00
H 2.70114 3.19816 1.41087 0.02 0.00 -0.01 0.00
H 1.42992 3.90397 0.36845 0.02 -0.02 -0.01 0.00
H 2.80981 4.87033 0.88528 -0.03 0.00 0.00 0.00
```
Forces are in eV/Å.

The total charge is +3. The value obtained for the lowest unoccupied orbital energy (spin up / spin down) is -11.96 / -11.57 eV. The strongest force on any atom is 1.02 eV/Å. The calculation puts the HOMO-LUMO gap (spin up / spin down) at 6.48 / 6.88 eV. The total energy comes out at -2643.6509 a.u. Its multiplicity is 2.



- The lowest strongest force on any atom belongs to which entry?
  C23H29N3O4PV



- Among the records above, which one has the highest strongest force on any atom?
  C33H23F6InN9O6S3



- Look up the total charge of the first one.
  -1